Density functional theory data (the ωB97M-V functional and the def2-TZVPD basis) for one molecule with the formula C3H2N2O2 in a non-equilibrium geometry.

The geometry in XYZ format:
```
9
Properties=species:S:1:pos:R:3:lowdin_charge:R:1
O 1.302 1.358 1.218 0.0407
O -0.950 -0.849 -1.093 -0.0941
N -1.534 0.076 -0.335 0.0733
N 0.333 -1.401 -0.800 0.1429
C 1.002 -0.729 0.071 -0.0316
C -0.820 0.838 0.398 -0.0594
C 0.611 0.650 0.427 -0.3486
H -1.010 1.777 1.039 0.1703
H 1.840 -1.122 0.530 0.1067
```

Output
SMILES string: O=c1cnonc1
HOMO level (eV): -10.33
Gap between HOMO and LUMO (eV): 9.15
Energy relative to the best compared isomer or geometry (same formula, charge and spin) (eV): 4.529
Energy (eV): -10213.660

***

Density functional theory data (the ωB97M-V functional and the def2-TZVPD basis) for C51H37Br4F4N7O2RuS3Sb as an isolated structure in a non-equilibrium geometry.

The geometry in XYZ format:
```
110
Properties=species:S:1:pos:R:3:lowdin_spin:R:1
Sb -2.343 -2.005 -0.142 0.1679
Ru 0.734 0.467 -0.324 2.1817
Br -4.954 4.507 0.150 0.0003
Br -2.520 6.543 1.023 0.0022
Br 0.625 5.468 0.853 0.0010
Br -4.223 1.386 -0.738 0.0056
S -0.304 -1.114 -4.682 0.0974
S 0.472 1.049 2.590 0.0687
S 0.344 -1.702 0.303 0.7108
F 9.671 -1.289 -0.802 -0.0020
F 5.301 1.475 0.798 0.0044
F 7.352 -1.781 -1.944 0.0025
F 7.582 1.958 1.986 -0.0018
O -1.268 0.844 -0.436 0.0990
O 0.728 2.604 0.019 0.0798
N 2.307 2.886 2.799 0.0109
N 0.906 -2.278 -2.713 0.1391
N 10.321 1.996 3.441 0.0061
N 4.370 -2.300 -2.904 0.0344
N 2.624 0.255 -0.355 0.0474
N 3.070 0.716 3.040 0.0059
N 12.210 -0.643 0.864 0.0062
C 3.568 3.554 3.055 0.0010
C -3.237 -0.458 4.484 0.0010
C 0.679 -1.010 -3.158 0.1936
C 6.372 0.743 0.416 0.0114
C -6.967 -4.043 -0.620 -0.0013
C 1.137 3.784 -3.504 -0.0050
C 0.649 2.616 -2.960 0.0711
C 2.845 2.556 -4.655 -0.0056
C 3.089 -1.368 4.316 0.0006
C 7.388 -0.864 -0.958 0.0113
C 3.864 3.683 4.551 0.0006
C -1.562 2.088 -0.170 -0.0032
C 3.720 -0.021 -0.651 0.0241
C 8.597 -0.610 -0.354 -0.0035
C -4.453 -2.827 -0.464 0.1343
C -5.611 -2.065 -0.427 0.0115
C -0.490 3.006 0.116 0.0047
C 7.570 0.997 1.034 -0.0025
C 4.903 -0.542 -1.123 0.0609
C -5.815 -4.803 -0.738 0.0046
C 1.283 1.384 -3.210 0.0380
C -4.204 -0.291 3.506 -0.0001
C -6.859 -2.669 -0.480 0.0042
C -2.761 -1.328 1.874 -0.0001
C 10.130 1.345 2.505 0.0023
C -0.703 -6.490 1.292 0.0016
C -1.797 -1.491 2.859 0.0052
C -3.963 -0.718 2.208 0.0001
C 2.371 1.384 -4.111 0.0694
C 2.977 -0.725 2.939 0.0066
C 0.945 0.166 -2.560 0.4289
C 0.787 -3.295 -3.730 0.0118
C -1.756 -4.025 0.497 -0.0051
C 4.664 -1.508 -2.117 0.0133
C -0.491 -2.914 -4.455 0.0149
C -0.828 4.318 0.464 0.0100
C -2.154 -4.609 1.693 0.0004
C -2.862 2.579 -0.188 0.0142
C 11.185 -0.146 1.060 0.0024
C 2.250 3.770 -4.336 0.0766
C 9.989 0.509 1.388 0.0110
C 6.197 -0.226 -0.581 -0.0017
C -1.623 -5.828 2.089 0.0007
C -2.144 4.766 0.498 0.0114
C -0.324 -5.935 0.081 0.0014
C 8.757 0.309 0.706 0.0129
C -2.031 -1.052 4.152 0.0005
C 2.067 1.568 2.789 0.0175
C -0.851 -4.714 -0.304 0.0058
C -3.166 3.898 0.153 0.0057
C -4.571 -4.195 -0.663 0.0132
H -3.430 -0.127 5.498 0.0001
H 1.634 -3.276 -4.431 0.0047
H 3.998 1.099 3.132 0.0002
H 3.120 4.316 5.033 0.0000
H -7.940 -4.516 -0.646 0.0000
H 0.652 4.726 -3.280 -0.0017
H -1.366 -3.082 -3.824 0.0028
H -5.878 -5.874 -0.888 0.0008
H 1.569 -2.377 -1.955 0.0056
H 0.407 -6.441 -0.540 0.0000
H 4.043 -1.120 4.781 0.0001
H 4.384 3.023 2.562 0.0002
H -1.258 -1.166 4.898 0.0002
H -0.545 -4.261 -1.237 0.0017
H 2.863 0.446 -4.331 0.0042
H -7.751 -2.058 -0.416 0.0008
H -4.722 -0.565 1.456 0.0001
H 2.282 -1.003 4.949 0.0002
H -0.848 -1.943 2.608 0.0050
H 4.849 4.125 4.691 0.0000
H 3.690 2.526 -5.330 -0.0023
H -0.286 -7.434 1.619 0.0001
H -2.882 -4.114 2.325 -0.0001
H 3.503 4.545 2.605 0.0001
H 0.738 -4.290 -3.285 0.0013
H -0.623 -3.389 -5.423 0.0034
H -1.913 -6.263 3.037 0.0000
H 1.533 3.452 2.487 0.0001
H 2.638 4.696 -4.737 0.0052
H 3.849 2.707 5.033 0.0000
H -0.253 2.629 -2.364 0.0022
H 3.773 -1.079 2.278 0.0006
H -3.679 -4.798 -0.748 0.0010
H 3.010 -2.451 4.245 0.0001
H -5.152 0.179 3.739 0.0000
H -5.558 -0.988 -0.368 0.0008
H 2.020 -0.978 2.479 0.0126
```

Output
HOMO level (alpha / beta) (eV): -2.20 / -2.20
Gap between HOMO and LUMO (alpha / beta) (eV): 5.49 / 3.83
Energy relative to the best compared isomer or geometry (same formula, charge and spin) (eV): 0.000
2S+1: 6
Charge: -2
Energy (eV): -400676.859

***

Density functional theory data (the ωB97M-V functional and the def2-TZVPD basis) for C30H51N2NiO3SSi as an isolated structure in a non-equilibrium geometry.

The geometry in XYZ format:
```
89
Properties=species:S:1:pos:R:3:lowdin_spin:R:1
Ni 10.135 13.774 13.782 1.6675
S 11.235 12.619 12.431 0.1678
Si 10.056 11.129 11.467 0.0216
O 8.497 11.353 11.825 0.0007
O 10.489 9.731 12.093 0.0085
O 10.257 11.195 9.888 0.0063
N 9.530 15.581 13.549 0.0516
N 10.164 14.155 15.695 0.0406
C 8.808 14.901 19.730 -0.0001
C 7.612 10.029 13.670 -0.0001
C 11.833 12.587 8.806 0.0016
C 7.034 19.870 12.548 0.0000
C 9.389 16.414 12.474 0.0042
C 11.541 8.723 12.210 0.0005
C 7.961 13.615 19.854 -0.0001
C 10.750 13.510 16.733 0.0040
C 9.898 11.427 7.557 0.0003
C 8.346 17.220 14.886 0.0010
C 5.643 17.906 13.221 -0.0002
C 12.779 9.424 12.682 0.0034
C 11.156 7.782 13.358 0.0001
C 6.359 11.845 12.625 0.0002
C 8.780 17.617 12.569 0.0027
C 11.637 8.012 10.902 0.0002
C 9.188 15.664 17.267 0.0005
C 9.533 14.870 18.344 -0.0017
C 6.416 19.442 14.985 0.0000
C 10.473 13.827 18.060 0.0022
C 8.047 17.925 13.732 -0.0027
C 7.266 10.697 12.344 0.0002
C 9.745 15.025 20.960 0.0000
C 6.817 18.825 13.633 -0.0003
C 9.447 15.275 15.949 0.0041
C 6.733 9.799 11.259 0.0002
C 9.504 13.361 9.062 0.0016
C 9.062 16.026 14.765 0.0041
C 7.818 16.055 19.822 0.0000
C 10.373 12.147 8.837 0.0007
H 12.455 11.671 8.795 0.0000
H 9.796 16.032 11.554 -0.0001
H 12.018 7.114 13.620 0.0000
H 12.094 13.239 7.952 0.0001
H 5.731 17.499 12.202 0.0000
H 8.438 13.109 9.148 0.0001
H 7.293 19.868 15.464 0.0000
H 7.073 19.372 11.525 0.0000
H 7.062 15.943 19.034 0.0000
H 5.664 20.280 14.858 0.0000
H 7.988 20.437 12.710 0.0000
H 8.837 11.111 7.590 0.0000
H 12.454 7.282 10.946 0.0000
H 10.878 8.441 14.229 0.0000
H 5.452 11.631 13.285 0.0000
H 6.901 12.728 13.072 0.0002
H 6.794 9.343 13.967 0.0000
H 8.704 18.272 11.684 0.0004
H 10.982 13.273 18.901 0.0003
H 9.275 14.939 21.948 0.0000
H 10.281 7.183 13.063 0.0000
H 6.590 10.396 10.336 0.0000
H 11.417 12.646 16.518 0.0003
H 5.987 18.640 15.627 0.0000
H 8.281 17.025 19.641 0.0000
H 4.708 18.518 13.214 0.0000
H 8.543 9.474 13.508 0.0000
H 10.499 10.514 7.372 0.0000
H 7.843 10.803 14.425 -0.0002
H 13.476 8.696 13.153 0.0001
H 8.013 17.533 15.864 0.0002
H 11.875 8.663 10.054 0.0000
H 9.822 13.802 9.996 0.0018
H 5.786 9.315 11.453 0.0000
H 7.490 13.409 18.856 0.0000
H 12.087 13.163 9.703 0.0019
H 10.660 7.484 10.606 0.0000
H 5.969 12.193 11.674 0.0000
H 6.214 20.607 12.500 0.0000
H 10.560 14.284 20.967 0.0000
H 13.399 9.894 11.891 0.0001
H 8.599 12.748 20.114 0.0000
H 7.447 8.962 11.040 0.0000
H 8.642 16.591 17.367 0.0002
H 5.561 17.034 13.940 0.0000
H 12.571 10.215 13.421 0.0032
H 9.551 14.105 8.268 0.0000
H 7.152 13.788 20.566 0.0000
H 7.241 16.104 20.747 0.0000
H 9.988 12.092 6.693 0.0000
H 10.281 16.003 20.992 0.0000
```

Output
HOMO level (alpha / beta) (eV): -11.10 / -11.33
Gap between HOMO and LUMO (alpha / beta) (eV): 7.12 / 7.33
2S+1: 3
Charge: +1
Energy (eV): -100815.947

***

Density functional theory data (the ωB97M-V functional and the def2-TZVPD basis) for C21H45AsCl2N2O2Si3TcTe as an isolated structure.

The geometry in XYZ format:
```
78
Properties=species:S:1:pos:R:3:lowdin_spin:R:1
Te 1.573 -0.205 2.473 0.0420
Tc -1.043 0.090 1.978 0.9906
As -1.407 -0.273 -0.521 -0.0112
Cl -1.283 0.001 4.761 -0.0055
Cl -0.580 2.745 5.516 -0.0010
Si -1.941 -2.506 -1.177 -0.0016
Si 0.465 0.293 -1.873 -0.0013
Si -3.259 1.057 -1.234 -0.0010
O -3.104 -0.253 2.127 0.0308
O -4.731 -1.775 2.393 0.0005
N -2.599 -2.490 2.368 0.0007
N -1.249 -2.149 2.592 0.0044
C -1.149 1.920 2.070 -0.0843
C -0.762 -3.700 -0.330 0.0001
C 2.569 2.898 1.867 0.0020
C -1.629 -2.626 -3.023 -0.0012
C -3.722 -2.964 -0.861 0.0000
C 4.461 2.344 0.353 0.0002
C 5.316 1.476 -0.310 0.0006
C 0.160 0.389 -3.720 -0.0005
C 4.056 -0.389 0.615 0.0005
C 6.449 1.987 -1.159 0.0001
C 5.103 0.115 -0.152 -0.0003
C 3.170 0.503 1.236 0.0042
C 1.011 1.970 -1.267 -0.0007
C 3.404 1.884 1.132 0.0023
C -3.564 -1.440 2.314 0.0029
C -3.243 1.198 -3.105 -0.0004
C 3.964 -1.891 0.738 0.0034
C -0.046 1.068 5.492 0.0014
C -4.871 0.297 -0.683 0.0001
C -3.083 2.775 -0.523 -0.0010
C 1.686 -1.084 -1.559 -0.0002
H 4.781 -2.266 1.358 0.0000
H 7.406 1.588 -0.817 0.0000
H -2.067 3.167 -0.605 -0.0008
H 0.216 -3.255 -0.131 -0.0001
H -4.828 -0.096 0.334 0.0001
H -0.563 -2.625 -3.257 0.0000
H 4.056 -2.360 -0.244 0.0002
H -3.080 0.245 -3.611 0.0000
H 6.326 1.687 -2.201 0.0000
H 1.800 -1.246 -0.489 0.0002
H 1.126 0.618 -4.181 -0.0001
H -2.141 2.380 2.137 0.0099
H 0.849 0.984 4.883 0.0028
H -4.215 1.584 -3.427 -0.0001
H -4.352 -2.637 -1.691 0.0000
H -3.783 -4.056 -0.817 0.0000
H -0.960 -2.279 3.558 0.0003
H 2.875 3.912 1.610 0.0001
H -0.338 2.602 2.323 0.0058
H -0.635 -2.701 2.002 0.0003
H -2.939 -3.316 2.838 -0.0002
H -0.195 -0.547 -4.151 0.0000
H 4.622 3.415 0.271 0.0001
H -5.633 1.084 -0.701 0.0000
H -2.483 1.902 -3.445 0.0000
H -1.190 -4.081 0.598 0.0000
H -0.602 -4.562 -0.984 0.0000
H 2.668 2.768 2.948 0.0012
H 1.512 2.787 1.635 0.0005
H 3.031 -2.214 1.191 0.0036
H -2.043 -3.574 -3.381 -0.0002
H 0.494 2.766 -1.809 0.0000
H 1.347 -2.015 -2.019 0.0000
H -3.379 2.792 0.526 0.0006
H -5.201 -0.493 -1.358 0.0000
H -2.108 -1.824 -3.585 0.0000
H 6.506 3.074 -1.126 0.0000
H -4.140 -2.574 0.066 0.0000
H 0.792 2.072 -0.203 -0.0010
H 2.087 2.099 -1.405 0.0000
H 2.669 -0.837 -1.969 0.0000
H -3.754 3.442 -1.073 -0.0001
H -0.530 1.184 -3.998 0.0000
H 0.100 0.726 6.509 0.0000
H 5.773 -0.588 -0.639 -0.0001
```

Output
HOMO level (alpha / beta) (eV): -7.05 / -7.29
Gap between HOMO and LUMO (alpha / beta) (eV): 7.19 / 7.41
Energy relative to the best compared isomer or geometry (same formula, charge and spin) (eV): 0.879
2S+1: 2
Energy (eV): -148593.388

***

Density functional theory data (the ωB97M-V functional and the def2-TZVPD basis) for a 5-piece molecular cluster, C18H33Br11ClF3O4PS overall.

The geometry in XYZ format:
```
72
Properties=species:S:1:pos:R:3:lowdin_charge:R:1
Br 6.659 3.692 0.829 0.6060
Br -6.513 -2.439 0.861 0.6539
Br -0.669 -2.113 3.456 0.7784
Br -4.630 -1.512 3.860 0.6028
Br -4.415 -2.668 -2.787 0.0101
Br 6.590 -0.912 -1.967 0.6358
Br 3.310 4.519 2.115 0.6234
Br -0.119 1.238 3.795 0.7973
Br 8.965 -3.762 -3.616 0.5923
Br 2.898 -1.151 -2.362 0.6395
Br 7.091 -6.811 -2.764 0.6069
Cl 0.115 0.918 -3.755 0.5484
S -4.773 2.087 0.550 0.6661
P -4.355 -0.301 -2.283 0.3092
F 0.856 0.994 1.323 0.0396
F 1.939 -0.088 2.833 0.0180
F 1.077 -1.881 1.475 -0.0304
O -5.698 3.038 -0.036 -0.3270
O -4.251 1.416 -1.914 -0.3175
O -5.267 0.903 1.216 -0.3714
O -2.804 -0.460 -1.465 -0.3403
C 0.009 -1.131 1.924 -0.7792
C -2.393 0.601 -0.662 -0.4620
C 5.193 0.365 -1.513 -0.6881
C -1.293 1.547 -2.774 -0.6600
C -1.481 3.037 -3.099 -0.1161
C 5.512 2.677 2.029 -0.6938
C 8.266 -5.737 -1.650 -0.7069
C 8.133 -4.264 -1.932 -0.7286
C -6.930 -2.783 2.721 -0.7138
C -1.030 -1.073 0.785 -0.1402
C -6.553 -1.625 3.613 -0.6910
C 4.055 2.786 1.655 -0.7129
C 3.957 -0.307 -0.980 -0.7134
C 0.703 0.195 2.394 -0.9416
C -2.149 0.000 0.757 -0.0856
C -3.528 1.718 -0.791 -0.3756
C -1.117 1.239 -1.278 -0.1461
C -3.818 3.014 1.749 -0.1404
H -8.002 -2.964 2.772 0.0515
H 5.702 3.052 3.030 0.0490
H -2.856 3.320 1.338 0.0602
H 4.192 -1.073 -0.248 0.0520
H -3.087 -0.503 0.986 0.1002
H -4.991 -0.637 -1.068 -0.0479
H 7.980 -5.949 -0.623 0.0571
H 7.096 -3.950 -1.996 0.0201
H 9.274 -6.095 -1.832 0.0462
H -0.454 -1.076 -0.143 0.1175
H -3.688 2.384 2.623 0.0539
H 4.997 0.941 -2.411 0.0570
H -2.131 0.974 -3.158 0.0430
H 3.301 0.435 -0.529 0.0395
H 8.641 -3.687 -1.163 0.0557
H -2.463 3.207 -3.545 0.0822
H 3.898 2.658 0.588 0.0391
H -3.080 2.718 -0.895 0.1126
H -1.420 3.647 -2.193 0.0658
H -1.519 -2.048 0.828 0.1150
H -0.718 3.395 -3.791 0.0505
H -4.425 3.892 1.982 0.0630
H 3.467 2.051 2.203 0.0432
H 5.844 1.643 1.959 0.0559
H -3.627 -0.176 -3.488 -0.0229
H -0.937 2.184 -0.750 0.1143
H 5.627 1.013 -0.755 0.0210
H -6.397 -3.686 3.005 0.0430
H -0.235 0.624 -1.119 0.0783
H -6.976 -1.752 4.607 0.0506
H -6.862 -0.671 3.194 0.0460
H -5.596 -0.117 -2.962 -0.0384
H -2.016 0.760 1.524 0.0797
```

Output
HOMO level (eV): -5.55
Gap between HOMO and LUMO (eV): 7.26
Charge: -1
Energy (eV): -838659.846

***

Density functional theory data (the ωB97M-V functional and the def2-TZVPD basis) for C4H10O as an isolated structure.

The geometry in XYZ format:
```
15
Properties=species:S:1:pos:R:3:lowdin_charge:R:1
O -0.657 -0.653 1.172 -0.0398
C 0.456 1.466 1.280 -0.0134
C -1.213 -0.681 -1.361 -0.1160
C 0.427 0.003 0.933 -0.5299
C 1.307 -0.552 0.008 -0.0331
H 1.366 -1.640 -0.049 0.0943
H 0.760 1.616 2.319 0.0856
H 2.231 -0.032 -0.223 0.0773
H -1.484 -1.691 -1.678 0.0336
H 1.138 2.017 0.624 0.0822
H 0.163 -0.471 -0.889 0.1130
H -0.931 -0.941 0.028 0.0743
H -0.888 -0.169 -2.277 0.0393
H -0.557 1.864 1.164 0.0891
H -2.116 -0.135 -1.050 0.0434
```

Output
HOMO level (eV): -8.90
Gap between HOMO and LUMO (eV): 9.82
Energy relative to the best compared isomer or geometry (same formula, charge and spin) (eV): 3.453
Energy (eV): -6354.350

***

Density functional theory data (the ωB97M-V functional and the def2-TZVPD basis) for a 2-piece molecular cluster, CH4BrN overall in a non-equilibrium geometry.

The geometry in XYZ format:
```
7
Properties=species:S:1:pos:R:3:lowdin_charge:R:1
Br -1.709 0.311 -1.892 0.5223
N -0.926 -0.958 -0.888 -0.5261
C 0.573 0.397 0.956 0.0596
H -0.053 -1.186 -1.518 -0.0168
H 0.097 -0.211 1.643 -0.0437
H 0.348 1.448 0.914 -0.0125
H 1.670 0.199 0.784 0.0172
```

Output
HOMO level (alpha / beta) (eV): -9.00 / -9.59
Gap between HOMO and LUMO (alpha / beta) (eV): 8.20 / 9.55
Energy relative to the best compared isomer or geometry (same formula, charge and spin) (eV): 3.264
Energy (eV): -72629.732